No. 1
The following is a quantum chemistry calculation of a single C10H11N3OS molecule at a distorted geometry, from the OMol25 dataset.

Cartesian coordinates (Å):
C (3.27, 1.14, -0.69)
C (3.35, 0.05, 0.18)
C (2.00, 1.49, -1.21)
C (2.17, -0.73, 0.40)
C (0.84, 0.93, -0.76)
C (0.92, -0.25, -0.01)
C (-3.58, -0.57, 0.30)
C (-1.06, 1.10, 0.97)
C (-0.25, -1.06, 0.27)
C (-0.32, -2.52, -0.04)
N (-2.48, -0.87, 0.94)
N (-1.29, -0.33, 0.53)
N (-1.86, 1.92, 0.34)
O (-0.19, 1.40, 1.74)
S (-3.84, 0.19, -1.18)
H (4.18, 1.64, -0.78)
H (4.31, -0.25, 0.67)
H (1.96, 2.24, -1.99)
H (2.06, -1.63, 0.92)
H (-0.04, 1.27, -1.19)
H (-4.50, -0.91, 0.78)
H (-0.17, -2.68, -1.12)
H (-1.31, -2.92, 0.14)
H (0.51, -3.11, 0.45)
H (-2.68, 1.51, -0.07)
H (-2.00, 2.95, 0.41)

Results
E_tot: -1025.2719 Ha
HOMO energy: -7.98 eV
ΔE to the lowest compared entry with this formula, charge and spin: 0.912 eV

No. 2
The following is a quantum chemistry calculation of C21H60N6O5P2Si2 as an isolated structure at a distorted geometry, from the OMol25 dataset.

Cartesian coordinates (Å):
C (-8.84, -0.41, 2.31)
C (-8.62, -1.76, 1.39)
C (-7.46, -1.36, 0.27)
C (-7.53, -2.39, -1.01)
O (-6.45, -3.39, -1.06)
Si (-4.99, -2.69, -1.82)
O (-4.68, -3.52, -3.34)
Si (-3.60, -2.61, -4.39)
C (-2.07, -1.84, -3.51)
C (-2.89, -3.91, -5.68)
O (-1.89, -3.32, -6.58)
C (-2.30, -3.31, -7.98)
C (-2.44, -1.75, -8.55)
C (-4.04, -1.41, -8.57)
H (-9.62, -0.57, 3.17)
H (-9.20, 0.45, 1.58)
H (-7.78, -0.10, 2.71)
H (-9.61, -2.12, 0.85)
H (-8.24, -2.69, 2.02)
H (-6.38, -1.26, 0.75)
H (-7.74, -0.28, -0.15)
H (-7.51, -1.76, -2.01)
H (-8.55, -3.00, -0.94)
H (-3.87, -3.06, -0.92)
H (-5.06, -1.24, -1.91)
H (-4.27, -1.53, -5.14)
H (-2.10, -0.66, -3.61)
H (-1.89, -2.20, -2.41)
H (-1.10, -2.17, -4.13)
H (-2.31, -4.71, -5.01)
H (-3.75, -4.49, -6.21)
H (-1.39, -3.79, -8.60)
H (-3.24, -3.95, -8.25)
H (-1.84, -1.01, -7.86)
H (-1.93, -1.73, -9.60)
H (-4.17, -0.28, -8.90)
H (-4.59, -2.15, -9.32)
H (-4.52, -1.59, -7.51)
O (-1.04, -0.04, -1.19)
P (-0.53, 0.97, -0.14)
N (-0.90, 2.30, -1.12)
C (-0.11, 2.99, -2.11)
C (-2.32, 2.59, -1.31)
N (1.09, 0.43, -0.28)
C (2.18, 1.12, -0.94)
C (1.26, -1.01, -0.49)
N (0.06, 2.14, 1.06)
C (0.15, 3.59, 0.99)
C (0.79, 1.62, 2.21)
H (-0.32, 4.06, -2.08)
H (-0.32, 2.62, -3.13)
H (0.96, 2.94, -1.95)
H (-2.75, 2.96, -0.37)
H (-2.88, 1.69, -1.60)
H (-2.51, 3.35, -2.07)
H (2.08, 1.10, -2.03)
H (3.15, 0.65, -0.69)
H (2.28, 2.15, -0.58)
H (1.13, -1.29, -1.54)
H (0.55, -1.58, 0.12)
H (2.26, -1.35, -0.18)
H (0.99, 3.91, 0.38)
H (0.28, 4.04, 1.98)
H (-0.77, 4.05, 0.61)
H (1.88, 1.69, 2.05)
H (0.53, 0.57, 2.39)
H (0.55, 2.15, 3.13)
O (4.12, 1.31, 5.85)
P (5.55, 0.76, 5.63)
N (6.24, 2.30, 5.61)
C (6.47, 3.20, 4.50)
C (6.27, 3.02, 6.88)
N (5.17, 0.13, 4.09)
C (5.59, 0.66, 2.81)
C (3.81, -0.42, 3.94)
N (7.20, 0.12, 5.39)
C (8.45, 0.82, 5.20)
C (7.33, -1.30, 5.08)
H (7.42, 3.74, 4.66)
H (5.66, 3.94, 4.41)
H (6.61, 2.72, 3.55)
H (6.99, 2.54, 7.56)
H (5.29, 3.02, 7.36)
H (6.57, 4.07, 6.77)
H (5.06, 1.59, 2.57)
H (5.38, -0.05, 2.00)
H (6.67, 0.82, 2.77)
H (3.08, 0.36, 3.75)
H (3.52, -0.98, 4.84)
H (3.76, -1.14, 3.11)
H (8.54, 1.22, 4.19)
H (9.31, 0.17, 5.37)
H (8.59, 1.63, 5.92)
H (7.42, -1.47, 4.00)
H (6.46, -1.86, 5.44)
H (8.20, -1.74, 5.58)

Results
E_tot: -2802.2390 Ha
HOMO energy: -7.85 eV
ΔE to the lowest compared entry with this formula, charge and spin: 12.360 eV

No. 3
The following is a quantum chemistry calculation of a single C6H13NO molecule at a distorted geometry, from the OMol25 dataset.

Cartesian coordinates (Å):
C (-1.09, -1.80, -0.67)
C (-0.20, -1.54, 0.54)
O (0.99, -2.31, 0.37)
C (0.21, -0.13, 0.82)
C (-0.35, 1.18, 0.29)
C (-1.51, 1.31, -0.64)
N (0.90, 0.63, -0.24)
C (2.08, 1.37, 0.22)
H (-2.07, -1.34, -0.56)
H (-0.62, -1.45, -1.59)
H (-1.24, -2.88, -0.80)
H (-0.71, -1.94, 1.43)
H (1.51, -1.83, -0.30)
H (0.64, -0.09, 1.82)
H (-0.30, 2.03, 0.96)
H (-2.43, 0.97, -0.16)
H (-1.65, 2.37, -0.90)
H (-1.37, 0.77, -1.58)
H (2.30, 1.22, 1.29)
H (2.95, 1.03, -0.34)
H (1.96, 2.44, 0.04)

Results
E_tot: -366.3579 Ha
HOMO energy: -9.37 eV
structure (SMILES): C[C@@H](O)[C@@H]1[C@H](C)N1C
ΔE to the lowest compared entry with this formula, charge and spin: 2.067 eV

No. 4
The following is a quantum chemistry calculation of a single C3H7NOS molecule at a distorted geometry, from the OMol25 dataset.

Cartesian coordinates (Å):
C (2.51, -0.23, 0.86)
S (1.39, 0.58, -0.30)
C (-0.17, -0.31, -0.11)
O (-0.46, -1.11, 0.73)
C (-1.24, 0.32, -1.02)
N (-2.55, 0.46, -0.33)
H (1.94, -0.82, 1.61)
H (3.20, 0.46, 1.27)
H (3.09, -0.90, 0.23)
H (-0.88, 1.15, -1.60)
H (-1.50, -0.36, -1.82)
H (-2.49, 1.14, 0.43)
H (-2.85, -0.40, 0.05)

Results
E_tot: -646.6781 Ha
HOMO energy: -9.40 eV
structure (SMILES): CSC(=O)CN
ΔE to the lowest compared entry with this formula, charge and spin: 0.922 eV

No. 5
The following is a quantum chemistry calculation of a 2-piece molecular cluster, C2H9NO2 overall at a distorted geometry, from the OMol25 dataset.

Cartesian coordinates (Å):
N (1.31, -0.21, -0.37)
C (1.70, -0.20, -1.77)
O (0.58, -0.38, -2.68)
H (0.98, 0.72, -0.11)
H (0.47, -0.77, -0.27)
H (2.39, -1.03, -1.95)
H (2.12, 0.75, -2.06)
H (0.32, -1.29, -2.58)
C (-1.98, 0.33, 1.82)
O (-0.63, -0.04, 2.14)
H (-2.20, 1.36, 2.12)
H (-2.68, -0.30, 2.33)
H (-2.08, 0.38, 0.74)
H (-0.28, 0.69, 2.65)

Results
E_tot: -286.7931 Ha
HOMO energy: -9.63 eV
structure (SMILES): NCO.CO
ΔE to the lowest compared entry with this formula, charge and spin: 0.687 eV

No. 6
The following is a quantum chemistry calculation of C3H5N4 as an isolated structure at a distorted geometry, from the OMol25 dataset.

Cartesian coordinates (Å):
C (1.68, -2.21, 1.64)
C (-0.48, 1.09, -0.99)
C (0.31, 0.87, 0.18)
N (0.68, -1.55, 1.63)
N (-2.07, 1.43, -2.69)
N (-0.04, -0.55, 1.49)
N (-1.18, 1.23, -1.92)
H (2.40, -2.92, 1.90)
H (1.28, 0.41, -0.06)
H (0.29, 1.81, 0.93)
H (-1.82, 1.11, -3.59)
H (-1.04, -0.73, 1.47)

Results
total charge: +1
E_tot: -335.8139 Ha
HOMO energy (spin up / spin down): -13.23 / -13.24 eV
ΔE to the lowest compared entry with this formula, charge and spin: 7.043 eV